# C3H10N3

A gas-phase ion, C3H10N3 (charge +1) at a distorted geometry (the ωB97M-V functional and the def2-TZVPD basis, the OMol25 dataset).

Results
* HOMO energy: -14.4 eV
* net charge: +1
* relative energy (zero: lowest compared OMol25 entry of this formula, charge and spin): 268.4 kJ/mol
* LUMO energy: -4.05 eV

Element x y z (Å)
1 C -0.01 -0.84 -0.28
2 N -1.40 0.89 0.51
3 N -0.87 -0.45 0.70
4 H 1.74 -1.83 -1.00
5 H -0.46 -0.76 1.61
6 H 0.48 1.42 1.02
7 H 1.89 -0.71 0.50
8 N -0.45 -0.58 -1.47
9 C 1.28 -1.52 0.01
10 H -0.44 2.81 0.51
11 H -1.95 1.23 1.30
12 H 0.17 -0.67 -2.27
13 C -0.28 1.76 0.34
14 H -1.15 0.09 -1.37
15 H 1.21 -2.52 0.55
16 H 0.22 1.68 -0.64